(1)
{
  "formula": "C5H9N",
  "method": "ωB97M-V with the def2-TZVPD basis set",
  "homo_energy_ha": [-0.284, -0.284],
  "gap_ev": [7.25, 7.25],
  "molar_mass_g_mol": 83.13,
  "relative_energy_ev": 3.8145,
  "symbols": ["C", "C", "C", "C", "C", "N", "H", "H", "H", "H", "H", "H", "H", "H", "H"],
  "xyz": [[-0.7102, 1.4877, -0.4197], [-0.9947, 0.0953, 0.0155], [-0.9934, -0.9607, -0.9058], [1.6428, -0.1381, 1.5508], [1.8343, -0.6078, 0.2895], [1.7960, -1.1139, -0.7906], [0.0597, 1.9600, 0.1911], [-1.6370, 2.0664, -0.2998], [-0.4188, 1.5256, -1.4740], [-1.3240, -0.0771, 1.0342], [-1.0133, -0.6813, -1.9641], [-1.6652, -1.7947, -0.6854], [0.2218, -1.2824, -0.8425], [1.7160, -0.8774, 2.3468], [1.8908, 0.8823, 1.8375]],
  "forces_ev_per_a": [[0.078, 0.026, 0.022], [-0.010, -0.078, -0.105], [-0.295, 0.249, 0.129], [-0.049, -0.071, -0.081], [-0.336, -0.520, -0.687], [-0.308, 0.141, 0.791], [-0.120, 0.028, -0.033], [0.121, 0.001, -0.008], [0.003, -0.026, 0.225], [0.021, 0.069, -0.077], [0.040, 0.086, 0.232], [0.602, -0.100, 0.146], [0.579, 0.217, -0.083], [-0.078, 0.131, -0.148], [-0.248, -0.153, -0.322]]
}

=====

(2)
{
  "formula": "C7H9N3S",
  "method": "ωB97M-V with the def2-TZVPD basis set",
  "homo_energy_ha": -0.317,
  "gap_ev": 9.26,
  "molar_mass_g_mol": 167.24,
  "relative_energy_ev": 4.4293,
  "symbols": ["C", "C", "C", "C", "C", "C", "C", "N", "N", "N", "S", "H", "H", "H", "H", "H", "H", "H", "H", "H"],
  "xyz": [[-0.5944, -1.9961, -1.4849], [-0.9097, -1.0269, -0.8341], [3.0623, 1.0100, -0.8289], [1.5770, 0.0378, 0.3913], [-1.2049, 1.2493, -0.4677], [-2.1172, -0.3530, 1.3017], [-1.0739, -0.0796, 0.2874], [1.8170, 1.0424, -0.4265], [3.7617, -0.0334, -0.4504], [0.4579, -0.1907, 1.1232], [2.9523, -0.9752, 0.5091], [-0.6044, -2.5451, -2.2955], [3.4359, 1.7169, -1.4736], [-1.6472, 1.9529, 0.1878], [-0.1509, 1.4828, -0.6329], [-1.8639, 1.0476, -1.2467], [-2.2319, 0.4874, 2.0788], [-3.2552, -0.3903, 0.9082], [-1.9329, -1.3524, 1.7450], [0.5225, -1.0844, 1.6087]],
  "forces_ev_per_a": [[-0.855, 3.332, 2.714], [0.375, -1.507, 1.901], [0.547, -2.888, 0.762], [-0.143, -0.074, 0.025], [1.716, -0.569, 2.704], [-3.198, -0.067, 1.121], [2.565, 0.137, -0.864], [-2.442, 0.564, 1.275], [3.000, 1.447, -1.537], [-3.194, 0.555, -1.006], [-1.033, -0.820, 0.767], [0.401, -2.865, -3.431], [0.959, 1.493, -1.331], [-0.349, 1.054, 0.631], [-0.621, 0.654, -1.081], [-0.674, 0.077, -1.807], [0.813, -1.378, -0.985], [2.768, -0.046, 0.186], [-0.247, 0.691, 0.184], [-0.388, 0.210, -0.227]]
}

=====

(3)
{
  "formula": "C4H2ClNOS",
  "method": "ωB97M-V with the def2-TZVPD basis set",
  "homo_energy_ha": -0.349,
  "gap_ev": 9.05,
  "molar_mass_g_mol": 147.59,
  "relative_energy_ev": 1.8816,
  "symbols": ["N", "C", "C", "C", "Cl", "O", "C", "S", "H", "H"],
  "xyz": [[1.3539, -2.2298, -0.1965], [0.8831, -1.1854, -0.2694], [0.2863, 0.1233, -0.3394], [0.8267, 1.1499, -0.9755], [2.3171, 1.0720, -1.7989], [-0.9554, 0.3170, 0.2225], [-1.3708, -0.4592, 1.2521], [-2.7879, -0.2373, 1.9777], [0.3147, 2.1188, -1.0170], [-0.6839, -1.2450, 1.5431]],
  "forces_ev_per_a": [[0.004, -0.048, 0.000], [-0.040, 0.263, 0.003], [-0.037, -0.363, 0.077], [-0.027, 0.775, -0.246], [0.021, -0.074, 0.011], [-0.200, -0.124, 0.222], [-0.522, 0.177, 0.142], [0.372, -0.002, -0.236], [0.215, -0.531, 0.086], [0.217, -0.075, -0.059]]
}

=====

(4)
{
  "formula": "C10H20ClIO3PW",
  "method": "ωB97M-V with the def2-TZVPD basis set",
  "charge": 3,
  "homo_energy_ha": [-0.614, -0.613],
  "s_squared": 2.015,
  "gap_ev": [3.60, 3.68],
  "molar_mass_g_mol": 565.44,
  "relative_energy_ev": 0.1276,
  "multiplicity": 3,
  "symbols": ["C", "C", "H", "H", "H", "O", "I", "W", "P", "C", "C", "H", "H", "H", "C", "H", "H", "H", "H", "H", "H", "C", "O", "Cl", "C", "C", "C", "O", "C", "H", "H", "H", "H", "H", "H", "H", "H"],
  "xyz": [[-3.6311, 2.9382, -4.7592], [-4.3172, 1.7267, -4.4481], [-4.0939, 3.4827, -5.6052], [-2.6002, 2.6414, -5.0144], [-3.6435, 3.5570, -3.8408], [-5.0173, 0.8228, -4.2560], [-2.6683, -2.5367, -2.1257], [-1.4990, -0.3640, -1.8001], [0.6665, -0.7925, -1.2791], [1.1588, -2.4615, -0.8153], [0.5001, -0.7030, -3.0811], [1.8709, 1.2866, -1.2001], [2.9484, -0.1462, -1.0625], [1.9642, 0.3818, 0.3547], [1.9897, 0.2944, -0.7434], [-0.5447, -0.4926, -3.4805], [1.1568, 0.0986, -3.4319], [2.1446, -2.6287, -1.2754], [0.4382, -3.2138, -1.1625], [0.8377, -1.6630, -3.4793], [1.2367, -2.5059, 0.2817], [-1.2524, -0.2192, 0.1722], [-1.2493, -0.0523, 1.3392], [-1.6824, 1.8141, -2.3363], [0.9729, 0.6808, 4.8387], [1.2457, -0.8439, 4.8930], [1.5137, -1.2522, 3.4323], [1.2726, -0.1351, 2.5582], [0.9629, 1.0338, 3.3378], [0.0121, 0.9193, 5.3046], [1.7634, 1.2326, 5.3556], [0.3634, -1.3776, 5.2662], [2.1043, -1.0854, 5.5287], [2.5540, -1.5898, 3.2938], [0.8472, -2.0651, 3.1054], [-0.0252, 1.3939, 3.0181], [1.6996, 1.8239, 3.1167]],
  "forces_ev_per_a": [[0.651, 0.088, 0.217], [-4.469, -3.485, 0.203], [-0.146, -0.415, 0.221], [-0.154, 0.322, 0.001], [0.023, -0.112, -0.320], [3.727, 4.040, -0.703], [-0.789, -0.584, 0.020], [-1.276, -0.422, 0.799], [3.441, -1.229, 0.562], [-0.312, -0.265, 0.032], [0.619, 0.431, -0.396], [0.059, -0.182, 0.169], [-0.330, -0.018, 0.070], [0.008, -0.124, -0.038], [-0.281, 0.700, 0.088], [0.978, -0.103, -1.086], [-0.365, 0.099, -0.201], [-0.172, -0.023, 0.220], [0.262, 0.202, 0.094], [-0.487, -0.033, -0.157], [0.076, 0.032, -0.222], [-1.256, 1.470, 6.833], [0.304, -1.056, -5.785], [-0.131, 0.661, -0.330], [0.159, -0.265, -0.215], [-0.256, 0.062, -0.324], [0.378, -0.606, -0.003], [-0.070, 0.090, 0.183], [-0.040, 0.674, 0.123], [0.272, 0.031, -0.067], [-0.241, -0.068, -0.092], [0.319, 0.117, 0.023], [-0.297, 0.047, -0.144], [-0.302, 0.148, 0.011], [0.140, 0.087, 0.145], [0.166, 0.000, 0.091], [-0.210, -0.310, -0.021]]
}

=====

(5)
{
  "formula": "H3NO3Si",
  "method": "ωB97M-V with the def2-TZVPD basis set",
  "homo_energy_ha": -0.385,
  "gap_ev": 9.72,
  "molar_mass_g_mol": 93.11,
  "relative_energy_ev": 1.6992,
  "symbols": ["O", "Si", "H", "H", "O", "N", "O", "H"],
  "xyz": [[-1.0750, -1.1789, -0.0168], [-1.4064, 0.2781, -0.0140], [-1.7944, 1.1495, -1.1236], [-1.7585, 0.7846, 1.2851], [2.5799, 0.8759, -0.0512], [1.5154, 0.3023, 0.1023], [1.4691, -1.0500, -0.0105], [0.4700, -1.1615, -0.1712]],
  "forces_ev_per_a": [[0.721, -1.956, -0.783], [-0.821, 1.641, 0.535], [0.255, 0.034, -0.277], [-0.061, 0.693, 0.491], [-2.565, -2.507, 0.679], [1.173, 1.288, -0.822], [1.066, 1.508, -0.480], [0.232, -0.700, 0.657]]
}

=====

(6)
{
  "formula": "C4H6O5Zn",
  "method": "ωB97M-V with the def2-TZVPD basis set",
  "charge": 1,
  "homo_energy_ha": [-0.422, -0.422],
  "s_squared": 0.751,
  "gap_ev": [6.35, 3.19],
  "molar_mass_g_mol": 199.48,
  "multiplicity": 2,
  "symbols": ["O", "C", "O", "O", "H", "Zn", "H", "C", "C", "O", "C", "O", "H", "H", "H", "H"],
  "xyz": [[3.2005, -1.6926, -0.5162], [2.1436, -0.9680, -0.7959], [2.3665, 0.3678, -0.7307], [1.0554, -1.4417, -0.9792], [4.0257, -1.1908, -0.4814], [4.0685, 1.5838, -0.9105], [1.6284, 0.8019, -0.1766], [-1.4357, -0.1180, -0.9410], [-1.3928, 0.9224, -0.0944], [-1.8530, 0.8830, 1.2042], [-2.9068, 0.1426, 1.5164], [-2.9705, 0.1845, 2.8203], [-1.2182, 0.0747, -1.9911], [-1.7963, -1.0957, -0.6208], [-1.2428, 1.9504, -0.4254], [-3.6725, -0.4045, 3.1224]],
  "forces_ev_per_a": [[0.897, -0.097, -0.359], [-2.895, -3.382, 0.175], [-0.549, 3.146, 1.292], [1.911, 1.095, 0.075], [-0.007, -0.240, 0.172], [-0.014, 0.122, -0.100], [0.693, -0.881, -1.300], [-0.151, 0.953, 0.585], [-1.211, -0.555, -1.178], [0.784, 0.392, 0.576], [-0.245, -0.568, -0.466], [0.272, 0.076, 0.381], [0.109, -0.234, 0.329], [0.272, 0.281, -0.149], [0.293, -0.242, 0.157], [-0.160, 0.135, -0.189]]
}

=====

Across the entries above, DFT total energy takes the values -250.52676; -834.45541; -1141.93026; -1783.88737; -571.65155; -2311.11763 Eh, respectively.